Entry 1:
Here is C39H46ClN8O2SSm as an isolated structure at a distorted geometry from OMol25. Energies are from wB97M-V/def2-TZVPD.

## Properties
⟨S²⟩ = 8.764
Net charge = -2
Spin multiplicity = 6
DFT total energy = -3618.60376 Eh
Relative energy (zero: lowest compared OMol25 entry of this formula, charge and spin) = 0.000 eV
HOMO (spin up / spin down) = 0.264 / 0.261 eV
LUMO energy (spin up / spin down) = 0.14650 / 0.14650 Ha

Positions of all 98 atoms, in Å:
Sm (0.590, -0.003, 0.140)
C (1.973, -2.843, 0.143)
C (1.205, -2.711, -1.013)
C (-0.034, -3.341, -0.795)
C (0.004, -3.911, 0.472)
C (1.229, -3.617, 1.051)
H (2.978, -2.457, 0.303)
H (1.571, -2.411, -2.009)
H (-0.889, -3.343, -1.469)
H (-0.769, -4.531, 0.905)
H (1.585, -3.915, 2.032)
C (3.190, -0.720, 5.417)
N (3.701, 0.114, 4.346)
C (4.841, 0.964, 4.560)
C (4.883, 1.924, 3.365)
N (3.677, 1.572, 2.637)
C (3.385, 2.177, 1.375)
C (3.068, 0.459, 3.160)
N (2.120, -0.205, 2.498)
C (0.972, -0.729, 3.228)
C (-0.292, 0.054, 2.974)
N (-1.042, -0.342, 1.773)
C (-2.326, -0.007, 1.884)
N (-2.797, 1.226, 2.218)
C (-1.989, 2.430, 2.390)
C (-4.241, 1.208, 2.337)
C (-4.591, -0.286, 2.155)
N (-3.318, -0.885, 1.724)
C (-3.173, -2.290, 1.339)
H (4.027, -0.910, 6.109)
H (2.838, -1.683, 4.975)
H (2.391, -0.208, 5.966)
H (5.770, 0.368, 4.550)
H (4.788, 1.519, 5.532)
H (5.799, 1.746, 2.721)
H (4.864, 2.989, 3.633)
H (3.214, 3.265, 1.480)
H (2.383, 1.839, 1.015)
H (4.219, 2.025, 0.668)
H (1.159, -0.651, 4.328)
H (0.802, -1.797, 3.014)
H (0.004, 1.093, 2.865)
H (-0.956, -0.053, 3.849)
H (-1.058, 2.328, 1.754)
H (-1.781, 2.627, 3.473)
H (-2.520, 3.263, 1.993)
H (-4.686, 1.905, 1.634)
H (-4.517, 1.567, 3.366)
H (-5.401, -0.447, 1.415)
H (-4.896, -0.686, 3.151)
H (-3.180, -2.377, 0.252)
H (-3.966, -2.824, 1.851)
H (-2.171, -2.599, 1.720)
S (0.509, 2.615, 0.366)
Cl (6.259, 1.587, -0.914)
C (6.036, -0.099, -0.690)
C (7.040, -0.897, -0.119)
C (7.059, -2.272, -0.341)
C (5.995, -2.914, -1.027)
C (4.933, -2.150, -1.466)
C (4.828, -0.720, -1.224)
C (3.664, -0.029, -1.455)
H (7.825, -0.389, 0.458)
H (7.937, -2.892, -0.084)
H (6.047, -3.965, -1.286)
H (4.137, -2.640, -2.029)
H (2.823, -0.462, -1.996)
H (3.577, 1.019, -1.224)
O (0.805, 0.290, -2.320)
C (-0.449, 0.271, -2.511)
N (-1.146, 0.627, -3.578)
C (-2.596, 0.683, -3.318)
C (-2.578, -0.097, -1.943)
O (-3.589, -0.484, -1.381)
N (-1.299, -0.189, -1.472)
C (-3.218, 2.019, -3.017)
C (-2.469, 3.172, -3.231)
C (-3.008, 4.392, -2.885)
C (-4.329, 4.489, -2.463)
C (-5.054, 3.368, -2.218)
C (-4.515, 2.122, -2.540)
C (-3.366, -0.096, -4.345)
C (-4.367, 0.424, -5.121)
C (-5.228, -0.433, -5.860)
C (-5.027, -1.793, -5.810)
C (-3.968, -2.316, -5.066)
C (-3.138, -1.481, -4.346)
H (-0.686, 1.080, -4.358)
H (-1.463, 3.134, -3.648)
H (-2.367, 5.259, -2.903)
H (-4.774, 5.475, -2.268)
H (-6.053, 3.445, -1.756)
H (-5.093, 1.204, -2.354)
H (-4.552, 1.502, -5.113)
H (-6.043, 0.029, -6.415)
H (-5.691, -2.483, -6.331)
H (-3.761, -3.401, -5.065)
H (-2.283, -1.881, -3.790)

Atoms 1-2, force components in eV/Å:
1.45 0.06 -0.59
0.79 0.05 0.61



Entry 2:
Here is an isolated ion of composition C6H9N2O2S and charge +1 at a distorted geometry from OMol25. Energies are from wB97M-V/def2-TZVPD.

## Properties
Net charge = +1
DFT total energy = -891.71316 Eh
Relative energy (zero: lowest compared OMol25 entry of this formula, charge and spin) = 5.469 eV
HOMO (spin up / spin down) = -13.030 / -13.030 eV
LUMO energy (spin up / spin down) = -0.20971 / -0.20974 Ha

Positions of all 20 atoms, in Å:
C (0.525, 0.625, 0.433)
C (-1.223, 1.183, 0.921)
C (-0.908, -1.046, -0.254)
C (1.702, 1.477, 0.708)
C (-1.307, -2.254, -0.990)
C (1.469, -1.028, -0.972)
N (0.358, -0.424, -0.272)
N (-1.624, 2.321, 1.571)
O (-2.756, 2.213, 2.032)
O (-0.912, 3.306, 1.483)
S (-2.094, -0.178, 0.672)
H (1.511, 2.154, 1.591)
H (2.513, 0.824, 0.711)
H (1.767, 2.132, -0.206)
H (-0.477, -2.518, -1.753)
H (-1.575, -3.201, -0.375)
H (-2.176, -1.967, -1.602)
H (1.147, -1.198, -2.073)
H (2.364, -0.350, -1.022)
H (1.696, -2.071, -0.602)

Atoms 1-2, force components in eV/Å:
-5.56 5.15 2.71
7.10 -3.63 -2.02



Entry 3:
Here is a single C2H4N2S2 molecule at a distorted geometry from OMol25. Energies are from wB97M-V/def2-TZVPD.

## Properties
DFT total energy = -984.44898 Eh
Relative energy (zero: lowest compared OMol25 entry of this formula, charge and spin) = 1.793 eV
SMILES string = C1=NSCSN1
HOMO = -7.925 eV
LUMO energy = 0.01919 Ha

Positions of all 10 atoms, in Å:
C (-0.985, 0.916, -0.262)
C (0.649, -1.316, 0.738)
H (-1.841, 0.601, 0.325)
H (-1.199, 1.858, -0.744)
H (0.321, -2.361, -0.867)
H (0.963, -2.307, 1.166)
N (0.232, -1.409, -0.549)
N (0.700, -0.312, 1.533)
S (-0.513, -0.238, -1.568)
S (0.341, 1.279, 0.966)

Atoms 1-2, force components in eV/Å:
0.57 0.03 0.66
0.17 0.14 0.97



Entry 4:
Here is a 2-piece molecular cluster, C5H9O3 overall at a distorted geometry from OMol25. Energies are from wB97M-V/def2-TZVPD.

## Properties
⟨S²⟩ = 1.743
Spin multiplicity = 2
DFT total energy = -421.33178 Eh
Relative energy (zero: lowest compared OMol25 entry of this formula, charge and spin) = 6.861 eV
HOMO (spin up / spin down) = -9.052 / -7.195 eV
LUMO energy (spin up / spin down) = 0.02398 / -0.02482 Ha

Positions of all 17 atoms, in Å:
C (1.196, 0.922, 1.721)
C (0.571, 0.275, 0.568)
C (0.888, -1.179, 0.202)
O (0.447, -1.971, 1.273)
H (0.653, -2.926, 1.083)
C (-0.394, 0.712, -0.222)
C (-0.715, -0.444, -1.205)
O (-2.891, 2.061, -2.378)
O (-2.814, 0.933, -2.867)
H (1.913, 0.253, 2.167)
H (1.681, 1.858, 1.410)
H (0.414, 1.182, 2.444)
H (0.269, -1.429, -0.768)
H (1.948, -1.294, -0.026)
H (-0.870, 1.796, -0.075)
H (-0.478, -0.072, -2.245)
H (-1.818, -0.678, -1.081)

Atoms 1-2, force components in eV/Å:
-0.01 0.84 0.33
-0.35 -1.37 -0.94



Among the records above, which one has the highest DFT total energy?
C5H9O3



Which formula does entry 3 have?
C2H4N2S2